Entry a
C6H13NO | the ωB97M-V functional and the def2-TZVPD basis

Each atom is followed by the atoms it is bonded to, with distances in Å.
Geometry (Å):
1 C 0.961 -1.714 -1.391  N2 1.451, H8 1.099, H9 1.077, H10 1.084
2 N -0.145 -0.777 -1.340  C1 1.451, C3 1.389, H11 1.034
3 C 0.068 0.567 -1.060  N2 1.389, C4 1.344, C7 1.480
4 C 0.311 1.441 -2.051  C3 1.344, H12 1.089, H13 1.095
5 C 0.756 1.177 2.700  C6 1.489, H14 1.100, H15 1.089, H16 1.085
6 C 0.810 0.706 1.289  C5 1.489, C7 1.342, H17 1.093
7 C -0.097 1.001 0.345  C3 1.480, C6 1.342, H18 1.090
8 H 1.378 -1.966 -0.406  C1 1.099
9 H 1.768 -1.270 -1.951  C1 1.077
10 H 0.652 -2.653 -1.836  C1 1.084
11 H -0.940 -1.104 -0.765  N2 1.034
12 H 0.377 2.524 -1.957  C4 1.089
13 H 0.571 1.054 -3.042  C4 1.095
14 H 0.924 0.276 3.309  C5 1.100
15 H 1.568 1.854 2.961  C5 1.089
16 H -0.196 1.649 2.921  C5 1.085
17 H 1.782 0.367 0.921  C6 1.093
18 H -1.114 1.326 0.569  C7 1.090
19 H -3.055 -1.261 1.055  O21 0.971
20 H -1.896 -2.369 0.996  O21 0.967
21 O -2.103 -1.426 0.950  H19 0.971, H20 0.967

Values from the calculation:
LUMO energy (alpha / beta)   -3.11 / -7.27 eV
Charge   +1
⟨S²⟩   0.77
Spin multiplicity   2
Highest occupied orbital energy (alpha / beta)   -13.79 / -13.87 eV
Gap between HOMO and LUMO (alpha / beta)   10.6771 / 6.5944 eV

Atomic partial charges in e from the natural (NBO) method, atoms 1 to 5:
1 C -0.4479
2 N -0.3101
3 C 0.1250
4 C -0.2066
5 C -0.6579


Entry b
C6H13NO | the ωB97M-V functional and the def2-TZVPD basis

Each atom is followed by the atoms it is bonded to, with distances in Å.
Geometry (Å):
1 C -1.297 -1.602 0.090  N2 1.430, H9 1.202, H10 1.109, H11 1.074
2 N -0.621 -0.428 0.547  C1 1.430, C3 1.444, C6 1.446
3 C -1.360 0.791 0.320  N2 1.444, C4 1.632, H12 1.138, H13 1.058
4 C -0.944 1.194 -1.206  C3 1.632, C5 1.572, H14 1.151, H15 1.157
5 C 0.593 0.867 -1.146  C4 1.572, C6 1.573, H16 1.066, H17 1.088
6 C 0.696 -0.220 -0.014  N2 1.446, C5 1.573, C7 1.596, H18 1.054
7 C 1.707 0.215 1.142  C6 1.596, O8 1.474, H19 1.129, H20 1.056
8 O 2.776 -0.719 1.541  C7 1.474, H21 1.110
9 H -0.672 -2.323 -0.641  C1 1.202
10 H -1.560 -2.344 0.871  C1 1.109
11 H -2.105 -1.346 -0.569  C1 1.074
12 H -1.177 1.678 1.010  C3 1.138
13 H -2.389 0.578 0.201  C3 1.058
14 H -1.488 0.526 -1.969  C4 1.151
15 H -1.277 2.290 -1.372  C4 1.157
16 H 1.096 0.532 -2.024  C5 1.066
17 H 1.104 1.753 -0.775  C5 1.088
18 H 1.133 -1.039 -0.512  C6 1.054
19 H 1.005 0.370 2.013  C7 1.129
20 H 2.397 0.983 0.922  C7 1.056
21 H 2.382 -1.756 1.573  O8 1.110

Values from the calculation:
LUMO energy (alpha / beta)   -2.84 / -7.95 eV
Charge   +1
⟨S²⟩   0.75
Spin multiplicity   2
Highest occupied orbital energy (alpha / beta)   -14.28 / -14.25 eV
Gap between HOMO and LUMO (alpha / beta)   11.4405 / 6.2986 eV

Atomic partial charges in e from the natural (NBO) method, atoms 1 to 5:
1 C -0.4925
2 N 0.0320
3 C -0.2888
4 C -0.3765
5 C -0.3974


Q: Which of them is the most stable? A: entry a.


Entry a
C2H12N4O | the ωB97M-V functional and the def2-TZVPD basis

Each atom is followed by the atoms it is bonded to, with distances in Å.
Geometry (Å):
1 C -0.777 1.898 -0.188  O4 1.382, H6 1.154, H9 1.098, H10 1.090
2 N 0.036 0.141 1.675  N3 1.224
3 N -0.051 0.522 2.835  N2 1.224, H7 1.041, H8 1.042
4 O -0.865 1.280 -1.421  C1 1.382, H5 0.991
5 H -0.066 0.703 -1.526  O4 0.991
6 H -0.619 1.113 0.643  C1 1.154
7 H -0.891 0.360 3.429  N3 1.041
8 H 0.680 1.098 3.304  N3 1.042
9 H 0.055 2.611 -0.125  C1 1.098
10 H -1.721 2.401 0.023  C1 1.090
11 C 0.595 -1.795 -1.245  N12 1.473, N13 1.436, H18 1.096, H19 1.102
12 N 1.220 -0.469 -1.108  C11 1.473, H14 1.015, H16 1.020
13 N -0.733 -1.833 -0.699  C11 1.436, H15 1.015, H17 1.014
14 H 2.151 -0.461 -1.510  N12 1.015
15 H -1.326 -1.167 -1.185  N13 1.015
16 H 1.288 -0.245 -0.115  N12 1.020
17 H -0.705 -1.546 0.273  N13 1.014
18 H 0.544 -2.031 -2.314  C11 1.096
19 H 1.186 -2.580 -0.746  C11 1.102

Values from the calculation:
LUMO energy   0.47 eV
Spin multiplicity   1
Highest occupied orbital energy   -8.84 eV
Gap between HOMO and LUMO   9.3037 eV

Atomic partial charges in e from the natural (NBO) method, atoms 1 to 5:
1 C -0.2033
2 N -0.3086
3 N -0.3944
4 O -0.7634
5 H 0.4967


Entry b
C2H12N4O | the ωB97M-V functional and the def2-TZVPD basis

Each atom is followed by the atoms it is bonded to, with distances in Å.
Geometry (Å):
1 N -1.293 1.011 1.084  N2 1.419, H5 1.020, H6 1.023
2 N -1.250 0.931 -0.332  N1 1.419, N3 1.431, H7 1.018
3 N -1.414 -0.341 -0.968  N2 1.431, N4 1.413, H8 1.022
4 N -2.543 -1.108 -0.604  N3 1.413, H9 1.014, H10 1.021
5 H -0.437 0.563 1.410  N1 1.020
6 H -2.095 0.515 1.481  N1 1.023
7 H -1.949 1.568 -0.709  N2 1.018
8 H -0.577 -0.863 -0.705  N3 1.022
9 H -3.380 -0.696 -1.001  N4 1.014
10 H -2.657 -1.221 0.405  N4 1.021
11 C 1.423 1.010 -0.582  O12 1.660, H14 1.089, H15 1.088, H16 1.084
12 O 1.151 -0.328 0.360  C11 1.660, C13 1.393
13 C 2.313 -1.068 0.566  O12 1.393, H17 1.095, H18 1.105, H19 1.099
14 H 2.288 1.381 -0.036  C11 1.089
15 H 1.693 0.567 -1.539  C11 1.088
16 H 0.795 1.881 -0.732  C11 1.084
17 H 2.177 -1.715 1.438  C13 1.095
18 H 3.177 -0.410 0.773  C13 1.105
19 H 2.578 -1.678 -0.309  C13 1.099

Values from the calculation:
LUMO energy   1.04 eV
SMILES   NNNN.COC
Spin multiplicity   1
Highest occupied orbital energy   -8.78 eV
Gap between HOMO and LUMO   9.8178 eV

Atomic partial charges in e from the natural (NBO) method, atoms 1 to 5:
1 N -0.6874
2 N -0.3551
3 N -0.3383
4 N -0.6803
5 H 0.3720


Q: Which of them is the most stable? A: entry a.


Entry a
C20H29N5O3S | the ωB97M-V functional and the def2-TZVPD basis

Each atom is followed by the atoms it is bonded to, with distances in Å.
Geometry (Å):
1 C -1.434 -0.952 3.790  C2 1.531, H30 1.086, H31 1.086, H32 1.087
2 C -1.470 0.299 4.672  C1 1.531, N3 1.450, H33 1.096, H34 1.092
3 N -1.559 1.549 3.942  C2 1.450, C4 1.446, C24 1.373
4 C -2.845 2.208 3.996  N3 1.446, C5 1.538, H35 1.089, H36 1.097
5 C -3.927 1.569 3.108  C4 1.538, C6 1.534, H37 1.089, H38 1.091
6 C -3.801 1.882 1.612  C5 1.534, N7 1.443, H39 1.093, H40 1.093
7 N -2.537 1.478 1.044  C6 1.443, C8 1.350, H41 1.011
8 C -2.297 0.226 0.598  N7 1.350, O9 1.212, C10 1.529
9 O -3.148 -0.635 0.537  C8 1.212
10 C -0.840 0.023 0.181  C8 1.529, C11 1.528, C23 1.532, H42 1.098
11 C -0.573 -1.435 -0.188  C10 1.528, C12 1.527, H43 1.090, H44 1.091
12 C 0.894 -1.610 -0.574  C11 1.527, N13 1.450, H45 1.096, H46 1.091
13 N 1.312 -0.695 -1.617  C12 1.450, S14 1.674, C22 1.448
14 S 0.920 -1.204 -3.162  N13 1.674, O15 1.437, O16 1.431, C17 1.771
15 O 1.227 -0.124 -4.059  S14 1.437
16 O -0.363 -1.833 -3.250  S14 1.431
17 C 2.192 -2.409 -3.422  S14 1.771, C18 1.371, N21 1.367
18 C 2.396 -3.740 -3.160  C17 1.371, N19 1.354, H47 1.071
19 N 3.628 -4.106 -3.586  C18 1.354, C20 1.306
20 C 4.169 -3.034 -4.100  N19 1.306, N21 1.349, H48 1.071
21 N 3.340 -1.973 -4.021  C17 1.367, C20 1.349, H49 1.008
22 C 1.015 0.695 -1.338  N13 1.448, C23 1.528, H50 1.096, H51 1.090
23 C -0.462 0.909 -1.010  C10 1.532, C22 1.528, H52 1.091, H53 1.092
24 C -0.470 2.057 3.279  N3 1.373, C25 1.408, C29 1.406
25 C -0.529 3.242 2.520  C24 1.408, C26 1.382, H54 1.079
26 C 0.562 3.701 1.806  C25 1.382, C27 1.383, H55 1.081
27 C 1.760 3.011 1.811  C26 1.383, C28 1.385, H56 1.079
28 C 1.853 1.865 2.582  C27 1.385, C29 1.380, H57 1.081
29 C 0.770 1.397 3.299  C24 1.406, C28 1.380, H58 1.077
30 H -0.537 -0.983 3.180  C1 1.086
31 H -2.291 -0.990 3.124  C1 1.086
32 H -1.450 -1.836 4.423  C1 1.087
33 H -0.586 0.316 5.321  C2 1.096
34 H -2.344 0.238 5.323  C2 1.092
35 H -2.741 3.262 3.743  C4 1.089
36 H -3.197 2.168 5.034  C4 1.097
37 H -3.913 0.488 3.241  C5 1.089
38 H -4.900 1.933 3.443  C5 1.091
39 H -4.585 1.341 1.077  C6 1.093
40 H -3.926 2.955 1.440  C6 1.093
41 H -1.751 2.096 1.191  N7 1.011
42 H -0.208 0.306 1.034  C10 1.098
43 H -1.205 -1.715 -1.031  C11 1.090
44 H -0.817 -2.088 0.651  C11 1.091
45 H 1.540 -1.431 0.293  C12 1.096
46 H 1.077 -2.620 -0.945  C12 1.091
47 H 1.730 -4.445 -2.708  C18 1.071
48 H 5.149 -2.995 -4.531  C20 1.071
49 H 3.453 -1.030 -4.361  N21 1.008
50 H 1.639 1.010 -0.494  C22 1.096
51 H 1.300 1.258 -2.228  C22 1.090
52 H -0.632 1.965 -0.790  C23 1.091
53 H -1.063 0.630 -1.878  C23 1.092
54 H -1.426 3.843 2.494  C25 1.079
55 H 0.466 4.613 1.235  C26 1.081
56 H 2.605 3.367 1.242  C27 1.079
57 H 2.785 1.319 2.627  C28 1.081
58 H 0.908 0.507 3.890  C29 1.077

Values from the calculation:
LUMO energy   0.60 eV
SMILES   CCN(CCCNC(=O)C1CCN(S(=O)(=O)c2cnc[nH]2)CC1)c1ccccc1
Spin multiplicity   1
Highest occupied orbital energy   -7.96 eV
Gap between HOMO and LUMO   8.5656 eV

Atomic partial charges in e from the natural (NBO) method, atoms 1 to 5:
1 C -0.6263
2 C -0.2095
3 N -0.4536
4 C -0.2033
5 C -0.4191


Entry b
C20H29N5O3S | the ωB97M-V functional and the def2-TZVPD basis

Each atom is followed by the atoms it is bonded to, with distances in Å.
Geometry (Å):
1 C -5.160 -0.844 -2.314  C2 1.489, H30 1.087, H31 1.091, H32 1.091
2 C -4.386 -1.741 -1.411  C1 1.489, C3 1.369, N7 1.371
3 C -3.778 -2.934 -1.695  C2 1.369, C4 1.409, H33 1.072
4 C -3.209 -3.413 -0.498  C3 1.409, C5 1.369, H34 1.072
5 C -3.486 -2.501 0.485  C4 1.369, C6 1.489, N7 1.370
6 C -3.128 -2.533 1.930  C5 1.489, H35 1.089, H36 1.092, H37 1.086
7 N -4.209 -1.482 -0.076  C2 1.371, C5 1.370, C8 1.435
8 C -4.640 -0.294 0.605  N7 1.435, C9 1.542, H38 1.094, H39 1.091
9 C -3.653 0.880 0.443  C8 1.542, N10 1.454, H40 1.096, H41 1.093
10 N -2.381 0.568 1.074  C9 1.454, C11 1.447, C29 1.451
11 C -1.843 1.597 1.940  N10 1.447, C12 1.534, H42 1.091, H43 1.095
12 C -1.206 2.760 1.169  C11 1.534, N13 1.454, H44 1.092, H45 1.104
13 N -0.143 2.234 0.327  C12 1.454, C14 1.451, C28 1.457
14 C 0.622 3.264 -0.350  N13 1.451, C15 1.529, H46 1.095, H47 1.101
15 C 2.003 2.756 -0.763  C14 1.529, O16 1.209, N17 1.361
16 O 2.629 3.241 -1.677  C15 1.209
17 N 2.417 1.742 0.043  C15 1.361, C18 1.389, H48 1.018
18 C 3.601 1.016 0.019  N17 1.389, C19 1.398, C27 1.396
19 C 3.728 -0.054 0.910  C18 1.398, C20 1.380, H49 1.080
20 C 4.886 -0.804 0.932  C19 1.380, C21 1.381, H50 1.078
21 C 5.916 -0.485 0.069  C20 1.381, S22 1.777, C26 1.380
22 S 7.388 -1.479 0.074  C21 1.777, N23 1.688, O24 1.434, O25 1.434
23 N 6.997 -2.622 -1.105  S22 1.688, H51 1.007, H52 1.007
24 O 7.501 -2.169 1.326  S22 1.434
25 O 8.497 -0.708 -0.408  S22 1.434
26 C 5.808 0.569 -0.816  C21 1.380, C27 1.382, H53 1.078
27 C 4.651 1.326 -0.847  C18 1.396, C26 1.382, H54 1.077
28 C -0.692 1.265 -0.613  N13 1.457, C29 1.533, H55 1.092, H56 1.104
29 C -1.348 0.116 0.160  N10 1.451, C28 1.533, H57 1.089, H58 1.094
30 H -5.200 -1.289 -3.305  C1 1.087
31 H -4.702 0.142 -2.401  C1 1.091
32 H -6.183 -0.711 -1.958  C1 1.091
33 H -3.746 -3.414 -2.653  C3 1.072
34 H -2.662 -4.327 -0.375  C4 1.072
35 H -2.636 -1.608 2.227  C6 1.089
36 H -4.016 -2.669 2.551  C6 1.092
37 H -2.457 -3.367 2.112  C6 1.086
38 H -5.614 0.011 0.212  C8 1.094
39 H -4.746 -0.518 1.667  C8 1.091
40 H -3.536 1.103 -0.624  C9 1.096
41 H -4.100 1.755 0.921  C9 1.093
42 H -2.634 1.969 2.594  C11 1.091
43 H -1.073 1.130 2.562  C11 1.095
44 H -0.775 3.474 1.874  C12 1.092
45 H -1.977 3.280 0.574  C12 1.104
46 H 0.788 4.096 0.342  C14 1.095
47 H 0.119 3.669 -1.241  C14 1.101
48 H 1.713 1.456 0.721  N17 1.018
49 H 2.914 -0.287 1.581  C19 1.080
50 H 5.017 -1.628 1.616  C20 1.078
51 H 7.005 -3.557 -0.732  N23 1.007
52 H 7.596 -2.544 -1.911  N23 1.007
53 H 6.641 0.794 -1.462  C26 1.078
54 H 4.548 2.153 -1.530  C27 1.077
55 H 0.118 0.875 -1.234  C28 1.092
56 H -1.430 1.742 -1.282  C28 1.104
57 H -1.772 -0.608 -0.536  C29 1.089
58 H -0.583 -0.392 0.755  C29 1.094

Values from the calculation:
LUMO energy   0.48 eV
SMILES   Cc1ccc(C)n1CCN1CCN(CC(=O)Nc2ccc(S(N)(=O)=O)cc2)CC1
Spin multiplicity   1
Highest occupied orbital energy   -7.77 eV
Gap between HOMO and LUMO   8.2441 eV

Atomic partial charges in e from the natural (NBO) method, atoms 1 to 5:
1 C -0.6417
2 C 0.1331
3 C -0.3043
4 C -0.3003
5 C 0.1426


Q: Which of them is the most stable? A: entry a.


Entry a
C4H10N2S2 | the ωB97M-V functional and the def2-TZVPD basis

Each atom is followed by the atoms it is bonded to, with distances in Å.
Geometry (Å):
1 C 0.930 -0.910 1.335  N2 1.592, H9 1.062, H10 1.127, H11 1.081
2 N 0.197 -0.717 -0.065  C1 1.592, C3 1.463, N4 1.449
3 C 1.098 -0.890 -1.205  N2 1.463, H12 1.077, H13 1.059, H14 1.097
4 N -0.525 0.537 0.024  N2 1.449, C5 1.462, C6 1.327
5 C 0.283 1.729 -0.227  N4 1.462, H15 1.151, H16 1.049, H17 1.172
6 C -1.841 0.376 -0.033  N4 1.327, S7 1.664, S8 1.797
7 S -2.908 1.633 -0.249  C6 1.664
8 S -2.516 -1.269 0.233  C6 1.797, H18 1.386
9 H 0.154 -0.951 2.060  C1 1.062
10 H 1.478 -1.892 1.395  C1 1.127
11 H 1.646 -0.103 1.268  C1 1.081
12 H 1.125 -1.941 -1.435  C3 1.077
13 H 0.788 -0.407 -2.095  C3 1.059
14 H 2.103 -0.520 -0.965  C3 1.097
15 H 1.247 1.429 0.326  C5 1.151
16 H 0.613 1.833 -1.218  C5 1.049
17 H -0.185 2.707 0.219  C5 1.172
18 H -3.688 -0.645 0.632  S8 1.386

Values from the calculation:
LUMO energy   0.67 eV
SMILES   CN(C)N(C)C(=S)S
Spin multiplicity   1
Highest occupied orbital energy   -8.07 eV
Gap between HOMO and LUMO   8.7402 eV

Atomic partial charges in e from the natural (NBO) method, atoms 1 to 5:
1 C -0.4197
2 N -0.2827
3 C -0.4315
4 N -0.3081
5 C -0.4207


Entry b
C4H10N2S2 | the ωB97M-V functional and the def2-TZVPD basis

Each atom is followed by the atoms it is bonded to, with distances in Å.
Geometry (Å):
1 C -2.232 -0.030 0.193  S7 1.614, S8 1.704
2 C -0.247 1.275 1.645  N5 1.347, H9 1.158, H10 1.068, H11 1.128
3 C 0.180 -1.408 -0.764  N6 1.473, H12 1.126, H13 1.052, H14 1.071
4 C 1.255 0.863 -0.613  N6 1.471, H15 1.080, H16 1.065, H17 1.136
5 N -0.276 0.027 1.137  C2 1.347, N6 1.372
6 N 0.518 -0.225 0.047  C3 1.473, C4 1.471, N5 1.372
7 S -2.733 1.024 -0.922  C1 1.614
8 S -2.980 -1.489 0.658  C1 1.704, H18 1.254
9 H -0.771 1.091 2.660  C2 1.158
10 H 0.769 1.566 1.796  C2 1.068
11 H -0.789 2.032 1.009  C2 1.128
12 H 1.063 -1.675 -1.409  C3 1.126
13 H 0.113 -2.191 -0.065  C3 1.052
14 H -0.796 -1.347 -1.201  C3 1.071
15 H 1.584 1.656 0.043  C4 1.080
16 H 2.147 0.351 -0.887  C4 1.065
17 H 0.695 1.208 -1.540  C4 1.136
18 H -4.062 -1.313 0.049  S8 1.254

Values from the calculation:
LUMO energy (alpha / beta)   0.28 / 0.22 eV
Spin multiplicity   1
Highest occupied orbital energy (alpha / beta)   -7.01 / -6.99 eV
Gap between HOMO and LUMO (alpha / beta)   7.2913 / 7.2101 eV

Atomic partial charges in e from the natural (NBO) method, atoms 1 to 5:
1 C -0.3992
2 C -0.4673
3 C -0.4188
4 C -0.4448
5 N -0.1588


Q: Which of them is the most stable? A: entry a.